Record 1
This record from the Open Molecules 2025 dataset describes an isolated ion of composition C15H30F3I2N4O2P2 and charge +1 in a non-equilibrium geometry. The level of theory is wB97M-V/def2-TZVPD.

Structure (XYZ):
```
58
C15H30F3I2N4O2P2 (wB97M-V/def2-TZVPD)
C -3.797 -1.600 3.520
O -3.839 -0.190 3.450
C -2.790 0.375 2.703
C -2.926 0.129 1.205
C -1.969 0.958 0.340
C -0.472 0.860 0.712
C 0.585 0.181 -0.206
C 0.210 -0.596 -1.508
P -1.003 -1.920 -0.908
C -1.055 -3.192 -2.219
C -0.343 -2.755 0.592
P -0.690 0.215 -3.088
N -1.150 1.829 -2.837
O -2.164 -0.487 -2.896
N 1.474 -1.033 -2.185
C 2.139 -2.237 -1.852
F 1.686 -3.289 -2.540
F 3.462 -2.144 -2.103
F 2.028 -2.567 -0.540
C 2.342 0.087 -2.500
C 2.891 0.678 -1.222
N 1.764 1.219 -0.370
N 1.263 2.323 -1.088
C 2.348 1.570 0.993
I 2.960 -0.089 2.123
C 2.558 2.764 1.519
C 3.171 2.915 2.890
I 2.184 4.672 0.692
H -4.416 -1.901 4.362
H -4.187 -2.072 2.612
H -2.771 -1.955 3.691
H -1.834 -0.015 3.089
H -2.821 1.449 2.908
H -3.940 0.436 0.933
H -2.853 -0.930 0.956
H -2.165 0.704 -0.700
H -2.276 2.003 0.466
H -0.121 1.877 0.901
H -0.383 0.392 1.693
H 1.064 -0.587 0.387
H -2.104 -3.423 -2.386
H -0.640 -2.813 -3.151
H -0.514 -4.098 -1.946
H 0.135 -2.052 1.276
H -1.223 -3.157 1.095
H 0.352 -3.574 0.408
H -1.441 2.148 -1.922
H -0.485 2.473 -3.245
H -2.741 -0.177 -3.611
H 3.170 -0.213 -3.134
H 1.766 0.811 -3.077
H 3.410 -0.086 -0.648
H 3.580 1.512 -1.372
H 0.580 2.827 -0.545
H 2.019 2.895 -1.436
H 4.170 2.479 2.913
H 2.553 2.409 3.634
H 3.245 3.961 3.172
```

As for the gap between HOMO and LUMO: 7.31 eV. The SMILES is COCCCC[C@H]1[C@@](P(C)C)(P(N)O)N(C(F)(F)F)CC[N@+]1(N)/C(I)=C(/C)I. The value obtained for the LUMO energy is -3.505 eV. As for the total charge: +1. The HOMO energy comes out at -10.8 eV.

Record 2
This record from the Open Molecules 2025 dataset describes C10H8N2O4PtSSe2 as an isolated structure in a non-equilibrium geometry. The level of theory is wB97M-V/def2-TZVPD.

Structure (XYZ):
```
28
C10H8N2O4PtSSe2 (wB97M-V/def2-TZVPD)
Pt -0.002 1.028 0.378
O 0.905 2.627 1.377
S -0.519 2.731 1.951
O -0.832 3.737 2.859
O -0.632 1.229 2.371
O -1.339 2.560 0.675
Se -0.780 -2.033 1.372
Se 0.501 -2.593 -0.488
C 1.915 -1.346 -0.229
C 3.189 -1.831 -0.476
C 4.294 -1.007 -0.374
C 4.100 0.316 0.013
C 2.826 0.753 0.254
N 1.719 -0.042 0.110
C -2.008 -1.151 0.191
C -3.274 -1.631 -0.078
C -4.066 -0.966 -1.003
C -3.570 0.164 -1.642
C -2.313 0.619 -1.313
N -1.546 -0.044 -0.421
H 3.305 -2.878 -0.726
H 5.287 -1.392 -0.565
H 4.924 1.004 0.135
H 2.658 1.772 0.566
H -3.627 -2.518 0.428
H -5.060 -1.329 -1.227
H -4.148 0.706 -2.377
H -1.906 1.517 -1.761
```

As for the gap between HOMO and LUMO (alpha / beta): 4.12 / 4.20 eV. As for the energy relative to the best compared isomer or geometry (same formula, charge and spin): 2.437 eV. The value obtained for the LUMO energy (alpha / beta) is -11.812 / -11.762 eV. As for the total charge: +2. The HOMO energy (alpha / beta) comes out at -15.9 / -16.0 eV.

Record 3
This record from the Open Molecules 2025 dataset describes C14H30IrNO3P2 as an isolated structure in a non-equilibrium geometry. The level of theory is wB97M-V/def2-TZVPD.

Structure (XYZ):
```
51
C14H30IrNO3P2 (wB97M-V/def2-TZVPD)
Ir -0.010 -0.043 0.008
P 1.501 -1.713 0.319
C 1.128 -2.821 -1.039
C -0.158 -2.684 -1.584
N -0.865 -1.517 -1.313
C -2.083 -1.312 -1.834
C -2.706 -2.282 -2.619
C -2.030 -3.470 -2.898
C -0.764 -3.677 -2.399
C -2.777 -0.011 -1.565
P -1.487 1.244 -1.108
H -0.181 -4.585 -2.566
H -3.700 -2.063 -2.985
H -2.518 -4.242 -3.480
H -3.363 0.332 -2.428
H -3.463 -0.059 -0.709
H 2.367 -2.195 -3.251
H 1.718 -3.727 -1.248
H 2.581 0.584 -3.468
O 2.781 -1.495 -3.798
H 3.315 -2.004 -4.441
H 0.943 1.074 -0.661
O 2.596 1.385 -2.896
H 1.695 1.749 -2.970
C -1.088 1.968 -2.718
H -1.995 2.311 -3.230
H -0.433 2.817 -2.495
H -0.571 1.223 -3.329
C -2.491 2.527 -0.329
H -1.802 3.363 -0.174
H -3.318 2.829 -0.985
H -2.872 2.145 0.620
C 1.283 -2.645 1.859
H 1.942 -3.516 1.767
H 1.550 -2.057 2.744
H 0.230 -2.947 1.894
C 3.237 -1.268 0.268
H 3.478 -0.739 1.198
H 3.808 -2.203 0.202
H 3.414 -0.623 -0.600
C 0.774 0.771 2.811
C -0.640 0.196 2.853
C -1.756 1.205 3.097
O -1.034 -0.516 1.651
H 0.921 1.342 1.875
H 1.534 -0.018 2.908
H 0.923 1.449 3.659
H -0.695 -0.578 3.638
H -1.715 1.981 2.316
H -2.715 0.670 3.045
H -1.677 1.716 4.062
```

The expectation value of S² is 6.05. As for the spin multiplicity: 5. As for the gap between HOMO and LUMO (alpha / beta): 9.02 / 7.15 eV. The value obtained for the LUMO energy (alpha / beta) is -6.188 / -9.082 eV. As for the total charge: +2. The HOMO energy (alpha / beta) comes out at -15.2 / -16.2 eV.

Let's list energy in order: -69019.644 -166423.289 -44036.974 eV.